[1]
C30H48P2Ru | wB97M-V/def2-TZVPD

Geometry (Å):
Ru: -1.262 -1.859 0.481
C: -1.053 0.571 3.015
C: -2.162 0.546 2.145
C: -1.379 -1.635 2.478
C: -0.590 -0.730 3.281
C: -2.423 -0.830 1.821
C: -0.499 1.773 3.692
H: -0.741 2.689 3.144
H: 0.594 1.707 3.778
H: -0.894 1.890 4.712
C: 0.354 -1.098 4.355
H: 1.348 -0.655 4.211
H: 0.463 -2.187 4.415
H: -0.028 -0.744 5.325
C: -1.570 -3.091 2.549
H: -2.547 -3.327 2.992
H: -0.762 -3.590 3.066
H: -1.600 -3.491 1.483
C: -3.615 -1.466 1.237
H: -4.119 -2.133 1.953
H: -3.261 -2.113 0.382
H: -4.300 -0.715 0.837
C: -3.011 1.695 1.739
H: -3.830 1.893 2.453
H: -3.467 1.479 0.763
H: -2.420 2.618 1.642
C: 2.725 1.465 0.195
C: 1.784 2.133 0.882
C: 0.483 2.615 0.315
C: 0.601 3.201 -1.121
C: -0.124 2.281 -2.114
C: 0.262 0.835 -1.791
C: 1.709 0.383 -1.920
C: 2.819 1.263 -1.306
H: -0.037 3.345 0.973
H: 1.655 3.343 -1.409
H: -0.229 1.772 0.319
H: 2.978 2.224 -1.847
H: 3.602 1.088 0.737
H: 1.977 2.487 1.907
H: 3.777 0.733 -1.476
H: 1.775 -0.613 -1.444
H: -0.146 0.458 -0.840
H: 1.957 0.180 -2.980
H: 0.127 4.197 -1.147
H: -1.196 2.437 -1.894
P: -0.009 2.189 -3.899
C: 1.732 2.493 -4.228
C: -0.906 3.461 -4.787
P: -1.027 -0.409 -2.746
C: -0.422 0.495 -4.326
C: -2.804 0.029 -2.906
C: -0.919 -2.126 -3.342
H: 2.356 1.593 -4.114
H: 2.101 3.273 -3.545
H: 1.841 2.864 -5.258
H: -0.584 3.448 -5.835
H: -0.648 4.441 -4.371
H: -1.993 3.339 -4.741
H: -0.700 -2.131 -4.425
H: -1.890 -2.618 -3.170
H: -0.133 -2.671 -2.808
H: 0.498 -0.015 -4.669
H: -1.187 0.453 -5.110
H: -3.389 -0.893 -2.791
H: -3.019 0.452 -3.901
H: -3.141 0.751 -2.153
C: 0.688 -2.327 0.438
C: 1.555 -2.711 1.610
C: 1.431 -3.957 2.246
C: 2.289 -4.311 3.288
C: 3.308 -3.433 3.683
C: 3.447 -2.192 3.039
C: 2.551 -1.821 2.044
H: 1.150 -1.517 -0.139
H: 0.455 -3.211 -0.202
H: 0.646 -4.641 1.919
H: 2.157 -5.275 3.790
H: 3.971 -3.704 4.507
H: 4.255 -1.512 3.337
H: 2.616 -0.831 1.579

Results
gap between HOMO and LUMO (alpha / beta) = 0.2042 / 0.2468 Eh
expectation value of S² = 6.0509
total charge = +2
highest occupied orbital energy (alpha / beta) = -11.36 / -13.24 eV
spin multiplicity = 5

Mulliken population analysis, charges in e, atoms 1 to 4: -0.34, 0.66, 0.47, 1.76

---

[2]
C18H51BNO6S5Si | wB97M-V/def2-TZVPD

Geometry (Å):
C: 3.196 -2.381 -0.426
C: 4.123 -1.245 -0.012
N: 4.112 -0.935 1.228
C: 4.973 -0.591 -1.046
B: 4.581 1.008 -1.442
C: 3.136 1.513 -0.865
C: 1.949 0.791 -1.484
O: 0.765 0.904 -0.647
Si: -0.721 0.485 -1.259
C: -0.677 -0.266 -2.974
C: -1.786 2.046 -1.258
C: -1.492 -0.704 -0.004
H: 3.577 -3.334 -0.065
H: 2.208 -2.189 -0.010
H: 3.107 -2.400 -1.511
H: 4.767 -0.159 1.355
H: 4.997 -1.183 -1.965
H: 5.993 -0.594 -0.652
H: 4.634 1.128 -2.668
H: 5.453 1.748 -0.986
H: 3.051 1.363 0.216
H: 2.974 2.580 -1.050
H: 1.759 1.202 -2.480
H: 2.174 -0.272 -1.607
H: 0.011 -1.108 -3.040
H: -1.684 -0.605 -3.232
H: -0.384 0.460 -3.731
H: -1.681 2.505 -0.274
H: -2.834 1.791 -1.421
H: -1.441 2.762 -2.002
H: -0.654 -1.141 0.545
H: -2.100 -1.483 -0.458
H: -2.065 -0.112 0.706
C: -6.406 -0.256 3.304
S: -5.183 0.362 2.137
O: -4.588 -0.823 1.463
C: -4.006 0.906 3.375
H: -7.222 -0.693 2.731
H: -5.951 -1.016 3.940
H: -6.778 0.576 3.903
H: -3.714 0.057 3.996
H: -4.456 1.695 3.975
H: -3.133 1.295 2.854
C: 10.994 -0.325 0.903
S: 9.895 -0.523 -0.512
O: 8.843 0.506 -0.380
C: 9.178 -2.082 0.029
H: 11.504 0.629 0.792
H: 10.405 -0.324 1.820
H: 11.725 -1.134 0.915
H: 8.712 -1.947 1.005
H: 9.956 -2.846 0.071
H: 8.420 -2.363 -0.700
C: -3.660 -3.762 2.654
S: -3.375 -4.457 1.024
O: -3.782 -5.892 1.078
C: -1.582 -4.413 1.117
H: -4.736 -3.736 2.816
H: -3.181 -4.392 3.404
H: -3.267 -2.746 2.676
H: -1.248 -5.003 1.970
H: -1.254 -3.377 1.207
H: -1.191 -4.839 0.196
C: -1.983 1.362 -8.084
S: -1.554 0.569 -6.525
O: -0.155 0.956 -6.225
C: -1.502 -1.104 -7.184
H: -2.021 2.435 -7.907
H: -1.218 1.138 -8.828
H: -2.960 1.009 -8.415
H: -0.763 -1.156 -7.984
H: -2.491 -1.381 -7.551
H: -1.213 -1.766 -6.370
C: -7.168 4.257 5.734
S: -5.965 4.883 4.553
O: -5.375 3.698 3.876
C: -4.765 5.427 5.775
H: -7.991 3.823 5.169
H: -6.702 3.494 6.357
H: -7.538 5.080 6.346
H: -4.468 4.581 6.394
H: -5.203 6.217 6.385
H: -3.901 5.813 5.239

Results
gap between HOMO and LUMO = 0.2191 Eh
total charge = -1
highest occupied orbital energy = -4.48 eV
spin multiplicity = 1

Mulliken population analysis, charges in e, atoms 1 to 4: -1.20, 1.14, -0.91, -0.78

---

[3]
C4H12N2O2 | wB97M-V/def2-TZVPD

Geometry (Å):
C: -0.642 -0.793 1.057
N: -0.445 0.472 0.196
C: 0.672 1.323 0.076
N: 1.845 1.038 0.916
O: 0.609 2.223 -0.760
C: -0.552 -2.107 0.292
C: -1.910 -2.552 -0.192
H: -1.554 -0.716 1.615
H: 0.192 -0.758 1.775
H: -1.249 0.609 -0.444
H: 2.010 0.150 1.354
H: 2.736 1.532 0.576
H: 0.009 -1.988 -0.529
H: -0.057 -2.591 0.947
H: -2.586 -1.639 -0.351
H: -1.861 -3.161 -1.151
H: -2.715 -3.070 0.296
H: 1.965 3.992 -1.194
H: 1.673 3.590 -2.496
O: 1.860 4.447 -1.983

Results
gap between HOMO and LUMO = 0.3813 Eh
total charge = 0
highest occupied orbital energy = -9.76 eV
spin multiplicity = 1

Mulliken population analysis, charges in e, atoms 1 to 4: -0.98, -0.18, 0.52, -0.43

---

[4]
C19H21N5OS | wB97M-V/def2-TZVPD

Geometry (Å):
C: 5.944 3.333 -3.618
C: 4.771 2.575 -3.076
C: 3.985 3.101 -2.059
C: 2.888 2.419 -1.566
C: 2.556 1.176 -2.092
C: 3.337 0.638 -3.112
C: 4.428 1.331 -3.594
H: 5.025 0.900 -4.385
H: 3.086 -0.330 -3.522
N: 1.457 0.429 -1.650
C: 0.607 0.686 -0.626
O: 0.630 1.666 0.084
C: -0.486 -0.368 -0.467
C: -1.591 -0.140 -1.489
H: -2.404 -0.837 -1.305
H: -1.220 -0.278 -2.503
H: -1.969 0.875 -1.386
H: -0.895 -0.293 0.543
S: 0.216 -2.068 -0.623
C: -0.970 -2.929 0.294
N: -0.832 -4.179 0.682
N: -1.952 -4.403 1.397
C: -2.720 -3.292 1.403
N: -2.122 -2.351 0.708
C: -3.950 -3.084 2.220
N: -3.650 -2.238 3.364
C: -3.077 -0.980 3.138
C: -3.498 -0.156 2.097
C: -2.916 1.084 1.914
C: -1.915 1.531 2.760
C: -1.510 0.726 3.811
C: -2.083 -0.517 3.998
H: -1.752 -1.147 4.814
H: -0.731 1.060 4.481
H: -1.447 2.488 2.593
H: -3.243 1.706 1.094
H: -4.269 -0.485 1.421
H: -3.146 -2.741 4.086
H: -4.716 -2.598 1.612
H: -4.338 -4.038 2.581
H: -2.109 -5.307 1.813
H: 1.337 -0.456 -2.126
H: 2.292 2.840 -0.775
H: 4.234 4.066 -1.641
H: 6.737 2.653 -3.924
H: 6.338 4.022 -2.875
H: 5.643 3.913 -4.491

Results
gap between HOMO and LUMO = 0.3143 Eh
total charge = 0
highest occupied orbital energy = -8.00 eV
spin multiplicity = 1

Mulliken population analysis, charges in e, atoms 1 to 4: -1.41, 0.78, -0.80, -0.46

---

[5]
C40H35F6N6O5PS3SiV | wB97M-V/def2-TZVPD

Geometry (Å):
V: -1.391 -1.190 -0.050
N: -0.811 -0.564 2.614
C: 0.447 -0.858 3.095
C: 0.652 -1.041 4.474
C: 1.916 -1.259 4.982
C: 3.023 -1.307 4.136
C: 2.822 -1.194 2.774
C: 1.551 -0.996 2.225
P: 1.249 -1.035 0.425
C: 2.157 -2.542 -0.147
C: 2.121 -2.803 -1.521
C: 2.582 -4.001 -2.041
C: 3.078 -4.983 -1.194
C: 3.119 -4.743 0.169
C: 2.661 -3.535 0.688
C: 2.272 0.337 -0.244
C: 2.168 0.627 -1.607
C: 2.836 1.708 -2.163
C: 3.623 2.525 -1.363
C: 3.716 2.264 -0.004
C: 3.041 1.183 0.552
H: -1.557 -0.476 3.283
H: -0.876 0.094 1.827
H: -0.205 -0.995 5.136
H: 2.045 -1.382 6.051
H: 4.020 -1.452 4.536
H: 3.670 -1.284 2.103
H: 1.696 -2.069 -2.195
H: 2.529 -4.182 -3.109
H: 3.403 -5.938 -1.593
H: 3.487 -5.507 0.844
H: 2.673 -3.392 1.758
H: 1.530 0.022 -2.238
H: 2.720 1.928 -3.218
H: 4.145 3.373 -1.792
H: 4.304 2.912 0.636
H: 3.092 1.027 1.621
O: -0.833 0.818 0.241
Si: -0.970 2.407 0.342
C: -2.426 3.068 1.351
C: -3.727 2.626 1.071
C: -4.823 3.142 1.751
C: -4.645 4.115 2.728
C: -3.366 4.563 3.027
C: -2.269 4.043 2.343
C: 0.547 3.178 1.175
C: 1.082 4.403 0.760
C: 2.134 5.006 1.443
C: 2.679 4.391 2.564
C: 2.165 3.173 2.996
C: 1.111 2.584 2.310
C: -1.155 3.220 -1.352
C: -1.610 4.536 -1.496
C: -1.749 5.119 -2.751
C: -1.452 4.386 -3.895
C: -1.020 3.071 -3.775
C: -0.871 2.501 -2.515
H: -3.877 1.852 0.326
H: -5.818 2.783 1.517
H: -5.501 4.521 3.255
H: -3.220 5.318 3.792
H: -1.275 4.403 2.590
H: 0.675 4.895 -0.118
H: 2.524 5.960 1.107
H: 3.494 4.863 3.104
H: 2.584 2.683 3.870
H: 0.718 1.637 2.669
H: -1.878 5.107 -0.611
H: -2.094 6.143 -2.838
H: -1.566 4.838 -4.874
H: -0.803 2.484 -4.663
H: -0.544 1.474 -2.420
F: -0.907 -4.065 3.676
C: -0.844 -4.696 2.500
F: -1.304 -5.928 2.673
F: 0.425 -4.740 2.123
S: -1.932 -3.744 1.290
O: -0.966 -3.143 0.323
O: -2.634 -2.854 2.142
N: -2.856 -4.847 0.633
S: -2.173 -5.788 -0.479
O: -3.042 -6.873 -0.813
O: -0.791 -6.064 -0.196
C: -2.156 -4.817 -2.088
F: -2.896 -3.716 -2.028
F: -0.913 -4.486 -2.445
F: -2.661 -5.593 -3.065
N: -1.962 -2.584 -4.814
C: -1.156 -1.547 -5.129
N: -0.971 -1.291 -6.450
N: -0.546 -0.810 -4.259
C: -0.811 -0.944 -2.978
N: -1.028 -1.046 -1.854
H: -2.656 -2.857 -5.489
H: -2.268 -2.633 -3.849
H: -0.996 -2.082 -7.072
H: -0.224 -0.637 -6.627
S: -3.460 -0.800 -0.201

Results
gap between HOMO and LUMO (alpha / beta) = 0.2050 / 0.2399 Eh
expectation value of S² = 2.0747
total charge = -1
highest occupied orbital energy (alpha / beta) = -3.67 / -4.63 eV
spin multiplicity = 3

Mulliken population analysis, charges in e, atoms 1 to 4: 0.73, 0.96, -1.53, -0.60

---

[6]
C5H26NO7S | wB97M-V/def2-TZVPD

Geometry (Å):
C: -0.454 -1.730 0.358
C: 1.063 -1.690 0.027
S: 1.326 -0.969 -1.678
C: -0.895 -0.738 1.436
N: -1.542 0.413 0.827
C: -2.949 0.208 0.502
C: -1.207 1.716 1.303
H: -0.682 -2.787 0.560
H: -0.923 -1.464 -0.585
H: 1.663 -0.965 0.576
H: 1.566 -2.647 0.158
H: -0.059 -0.322 1.995
H: -1.526 -1.264 2.166
H: -3.227 -0.833 0.669
H: -3.096 0.485 -0.545
H: -3.623 0.793 1.140
H: -1.992 2.423 1.045
H: -1.169 1.808 2.408
H: -0.245 2.102 0.938
H: -0.714 -1.240 -4.402
H: -1.025 -2.259 -3.346
O: -1.388 -1.892 -4.170
H: 2.141 -2.926 2.397
H: 1.153 -2.058 3.105
O: 2.026 -2.450 3.230
H: -0.872 3.288 -1.537
H: -2.161 2.826 -0.981
O: -1.765 3.622 -1.355
H: 2.499 3.144 0.851
H: 2.434 3.551 -0.611
O: 2.566 3.915 0.278
H: 2.585 0.482 1.390
H: 2.843 -0.037 2.801
O: 2.896 0.761 2.264
H: 1.913 2.872 -2.665
H: 0.750 2.038 -2.108
O: 1.162 2.919 -2.063
H: -0.213 -3.771 -1.558
H: 0.922 -3.314 -2.432
O: 0.220 -4.009 -2.385

Results
gap between HOMO and LUMO = 0.2509 Eh
total charge = -1
highest occupied orbital energy = -4.02 eV
spin multiplicity = 1

Mulliken population analysis, charges in e, atoms 1 to 4: -0.38, 0.01, -0.61, -0.95

---

[7]
C32H25IrN7O8S2 | wB97M-V/def2-TZVPD

Geometry (Å):
Ir: -0.195 0.327 -0.072
C: -3.183 0.220 -3.437
O: -3.820 -0.970 -2.972
C: -3.818 -1.298 -1.646
C: -4.906 -2.026 -1.214
C: -4.968 -2.559 0.074
C: -3.906 -2.365 0.922
C: -2.780 -1.625 0.523
C: -1.717 -1.553 1.506
N: -0.624 -0.893 1.398
N: 0.310 -0.936 2.427
C: 1.328 -0.163 2.145
O: 1.479 0.535 1.070
C: 2.425 -0.078 3.145
C: 3.318 0.986 3.068
C: 4.350 1.091 3.989
C: 4.497 0.136 4.986
C: 3.603 -0.924 5.065
C: 2.568 -1.030 4.149
C: -2.727 -1.039 -0.772
O: -1.714 -0.365 -1.251
H: -3.585 0.378 -4.438
H: -2.101 0.107 -3.480
H: -3.424 1.068 -2.801
H: -5.710 -2.182 -1.923
H: -5.834 -3.126 0.389
H: -3.922 -2.783 1.922
H: -1.833 -2.119 2.427
H: 3.171 1.727 2.295
H: 5.038 1.925 3.931
H: 5.304 0.220 5.704
H: 3.712 -1.670 5.843
H: 1.858 -1.845 4.200
N: -2.759 4.194 -6.518
C: -1.872 3.878 -5.482
C: -2.289 3.943 -4.153
C: -1.407 3.662 -3.125
C: -0.097 3.316 -3.422
C: 0.334 3.252 -4.739
C: -0.549 3.538 -5.765
S: 0.993 2.841 -2.120
O: 2.341 2.957 -2.606
O: 0.592 3.549 -0.939
N: 0.571 1.281 -1.905
C: 1.312 0.193 -2.203
N: 0.991 -0.768 -1.293
C: 1.524 -1.970 -1.364
C: 2.423 -2.249 -2.380
C: 2.699 -1.216 -3.269
N: 2.159 -0.004 -3.210
H: -3.730 4.067 -6.280
H: -2.537 3.756 -7.399
H: -3.317 4.200 -3.922
H: -1.740 3.676 -2.096
H: 1.359 2.973 -4.948
H: -0.216 3.496 -6.796
H: 1.231 -2.684 -0.604
H: 2.884 -3.220 -2.477
H: 3.396 -1.379 -4.085
O: 0.395 2.538 2.516
C: -0.684 2.649 1.980
N: -1.264 1.789 1.064
S: -2.816 2.200 0.738
O: -2.993 2.543 -0.650
O: -3.748 1.261 1.302
C: -2.825 3.672 1.705
C: -3.842 4.589 1.883
C: -3.578 5.664 2.720
C: -2.341 5.793 3.352
C: -1.340 4.851 3.162
C: -1.605 3.786 2.319
H: -4.797 4.473 1.388
H: -4.342 6.414 2.885
H: -2.164 6.643 3.999
H: -0.374 4.927 3.643

Results
gap between HOMO and LUMO = 0.2664 Eh
total charge = -1
highest occupied orbital energy = -4.74 eV
spin multiplicity = 1

Mulliken population analysis, charges in e, atoms 1 to 4: 1.80, -0.49, -0.56, -0.06

---

no.,E_tot (eV)
1,-53027.467
2,-95996.593
3,-11416.627
4,-40377.824
5,-152896.912
6,-32265.791
7,-84913.481